(1)
Entry from the OMol25 dataset: a cluster of 8 separate species, C5H28N2O7 in total (wB97M-V/def2-TZVPD).

```
! RIJCOSX wB97M-V def2-TZVPD def2/J DEFGRID3
* xyz 0 1
N -0.52990 -2.82451 0.48185
C -2.89653 -1.32127 -0.65289
C -1.46168 -0.77656 -0.55822
C -0.79462 -1.39323 0.68286
C 0.52999 -0.82877 1.18760
N 0.43512 0.61248 1.46947
C 1.72461 1.22914 1.83684
H -0.02182 -2.96923 -0.38305
H -1.36894 -3.38501 0.48374
H -3.37158 -1.50022 0.30873
H -3.56571 -0.63125 -1.17825
H -2.95761 -2.18070 -1.32348
H -0.94830 -1.15426 -1.44649
H -1.55952 0.29466 -0.38701
H -1.51402 -1.25549 1.49955
H 0.85199 -1.26965 2.12766
H 1.21369 -0.97553 0.34955
H 0.05730 1.17475 0.71671
H 1.58508 2.30751 1.70277
H 1.82744 1.21831 2.92756
H 2.63450 0.90151 1.33797
H -1.67740 1.79111 2.15118
H -2.06926 3.30427 2.03855
O -2.06601 2.47922 1.54832
H 2.65977 -2.16986 0.01564
H 3.18888 -3.28987 -0.96914
O 2.73727 -2.44706 -0.89890
H 0.17169 2.10261 -2.95667
H -0.26532 1.08677 -4.06452
O 0.04119 1.98006 -3.89792
H 2.22394 1.39317 -1.04391
H 3.53360 0.64950 -1.46106
O 2.72912 1.05863 -1.79038
H 1.34457 -1.84081 -3.25785
H 1.60478 -0.88742 -2.13454
O 0.88033 -1.24406 -2.66249
H -0.37849 3.43103 -1.21940
H -1.21483 2.66401 -0.17653
O -0.56921 2.54695 -0.89179
H -0.26309 0.81636 2.94604
H -1.38328 0.27208 4.02763
O -1.09774 1.03062 3.51428
*
```

Values from the calculation:
highest occupied orbital energy: -9.1204 eV
energy relative to the best compared isomer or geometry (same formula, charge and spin): 0.894 eV
orbital gap: 0.344 Ha
SMILES string: CC[C@@H](N)CNC.O.O.O.O.O.O.O

Mulliken population analysis, charges in e, atoms 1 to 8: number 1, N, carries -0.69; number 2, C, carries -1.56; number 3, C, carries 0.42; number 4, C, carries 0.02; number 5, C, carries -0.29; number 6, N, carries 0.19; number 7, C, carries -1.12; number 8, H, carries 0.26

(2)
Entry from the OMol25 dataset: a structure of composition C14H18F9IrN6OS (wB97M-V/def2-TZVPD).

```
! RIJCOSX wB97M-V def2-TZVPD def2/J DEFGRID3
* xyz 3 2
Ir 0.17937 0.11274 0.14172
C -3.81344 -1.50445 0.20456
C -2.55789 -0.74767 0.38365
N -1.39375 -1.10003 -0.18942
N -1.38854 -2.14400 -0.97873
C -0.17002 -2.35640 -1.60072
N -0.16363 -3.38599 -2.41147
S 1.20430 -1.35498 -1.39416
C -2.48979 0.47659 1.17644
C -3.60943 1.01797 1.78652
C -3.49615 2.21757 2.48788
C -2.26487 2.83547 2.55752
C -1.16704 2.24431 1.92788
N -1.27026 1.10426 1.26012
H -3.66898 -2.39492 -0.39544
H -4.55974 -0.86697 -0.27949
H -4.21818 -1.78353 1.18124
H -1.00805 -3.92923 -2.54754
H 0.65519 -3.63473 -2.95136
H -4.56523 0.51879 1.71086
H -4.36434 2.65400 2.96383
H -2.13179 3.77037 3.08483
H -0.18621 2.69789 1.95195
F 4.24239 2.19313 0.36493
C 3.50651 1.94823 -0.73541
F 4.03132 2.57250 -1.75807
F 3.59394 0.60867 -0.93971
C 2.02232 2.31367 -0.44801
O 1.58056 1.48708 0.56749
C 1.90804 3.78524 0.06108
F 2.38628 3.86614 1.30167
F 0.60449 4.11183 0.11179
F 2.54608 4.63648 -0.71451
C 1.19223 2.17836 -1.78909
F 0.89448 3.30057 -2.36543
F 1.73995 1.35465 -2.65272
F -0.08079 1.57634 -1.46533
N 4.12654 0.01253 2.49727
C 3.22367 -1.14257 2.87253
C 2.24123 -1.48304 1.75463
N 0.94523 -0.71690 1.85021
H 4.72662 0.27449 3.28700
H 3.62457 0.85798 2.19698
H 4.74858 -0.23828 1.72168
H 2.73214 -0.87978 3.80938
H 3.87712 -1.99060 3.06908
H 2.00960 -2.54523 1.77286
H 2.69119 -1.26014 0.78994
H 1.15077 0.15187 2.34637
H 0.28814 -1.23546 2.43155
*
```

Values from the calculation:
<S²>: 0.777
highest occupied orbital energy (spin up / spin down): -18.2591 / -18.4300 eV
energy relative to the best compared isomer or geometry (same formula, charge and spin): 0.000 eV
orbital gap (spin up / spin down): 0.290 / 0.225 Ha

Mulliken population analysis, charges in e, atoms 1 to 8: number 1, Ir, carries 1.77; number 2, C, carries -1.61; number 3, C, carries 1.39; number 4, N, carries 0.87; number 5, N, carries -1.16; number 6, C, carries 0.61; number 7, N, carries -0.27; number 8, S, carries -0.46

(3)
Entry from the OMol25 dataset: a cluster of 2 separate species, C10H16O8S in total (wB97M-V/def2-TZVPD).

```
! RIJCOSX wB97M-V def2-TZVPD def2/J DEFGRID3
* xyz 0 1
O 3.17486 1.55930 3.03977
C 3.70623 1.85083 2.01651
O 4.70173 2.81918 1.97874
C 3.42908 1.21967 0.66655
C 2.42882 2.06638 -0.14678
C 0.95134 1.67860 -0.03158
C 0.33233 2.09109 1.31070
C -1.10394 1.61657 1.41525
O -1.23205 0.17169 1.41567
S -0.00538 -0.73405 0.99498
O 0.94874 -0.77688 2.05589
O -0.58203 -1.93892 0.49047
C 0.67095 0.19027 -0.35114
H 4.35306 3.67282 1.70108
H 4.37633 1.17910 0.12945
H 3.08463 0.19783 0.82648
H 2.70820 2.07266 -1.20114
H 2.51697 3.10752 0.18505
H 0.42619 2.23147 -0.81600
H 0.91817 1.69838 2.14378
H 0.34409 3.18049 1.39316
H -1.69012 1.98593 0.56969
H -1.57613 1.95892 2.33322
H -0.07778 0.10661 -1.14035
H 1.55128 -0.36803 -0.67307
C -3.08317 -4.10718 -1.60481
C -2.91053 -2.60208 -1.53458
O -3.56792 -2.16819 -2.73279
C -4.45681 -3.11738 -3.10793
O -5.26953 -2.98516 -3.96323
O -4.28777 -4.23868 -2.36844
H -3.21070 -4.58064 -0.63597
H -2.27132 -4.59395 -2.14753
H -3.42158 -2.16615 -0.67517
H -1.87627 -2.27802 -1.53591
*
```

Values from the calculation:
highest occupied orbital energy: -10.8400 eV
orbital gap: 0.404 Ha
SMILES string: O=C(O)CC[C@@H]1CCOS(=O)(=O)C1.O=C1OCCO1

Mulliken population analysis, charges in e, atoms 1 to 8: number 1, O, carries -0.46; number 2, C, carries 0.18; number 3, O, carries -0.50; number 4, C, carries -0.14; number 5, C, carries -1.35; number 6, C, carries 0.66; number 7, C, carries -1.03; number 8, C, carries -0.57

(4)
Entry from the OMol25 dataset: a structure of composition C22H15Cl2N3O2PdS (wB97M-V/def2-TZVPD).

```
! RIJCOSX wB97M-V def2-TZVPD def2/J DEFGRID3
* xyz -2 1
Pd 1.17346 -4.77033 -0.30540
Cl 3.46179 -5.49369 -0.55671
C 4.10222 -5.43209 1.07293
C 5.48132 -5.44222 1.17955
C 6.10090 -5.40669 2.41932
C 5.30051 -5.38152 3.55238
C 3.92211 -5.37928 3.42936
Cl 3.02134 -5.35752 4.92907
C 3.22254 -5.38924 2.18755
S 1.50292 -5.35707 2.08940
H 6.07187 -5.47186 0.27078
H 7.18142 -5.39957 2.50130
H 5.74198 -5.35703 4.54132
C -3.70242 8.20713 -0.92099
O -4.42015 7.00110 -0.93756
C -3.66882 5.83985 -0.89595
C -4.37939 4.64546 -0.90336
C -3.72362 3.42927 -0.86877
C -2.31630 3.35479 -0.82349
C -1.62700 4.57231 -0.81552
C -2.28372 5.80049 -0.85158
N -1.55900 2.18213 -0.79886
N -2.30478 1.13651 -0.77409
C -1.77566 -0.08683 -0.76961
C -2.76110 -1.12847 -0.75119
C -2.47267 -2.44778 -0.81461
C -1.11256 -2.91994 -0.92309
O -0.84875 -4.12004 -1.06886
C -0.05537 -1.88444 -0.85841
N 1.20349 -2.34859 -0.87557
C 2.20315 -1.49057 -0.79735
C 2.00680 -0.11924 -0.68462
C 0.71877 0.37977 -0.68328
C -0.36967 -0.50326 -0.77817
H -4.43718 9.01048 -0.95225
H -3.03853 8.29980 -1.78718
H -3.09999 8.31165 -0.01233
H -5.46233 4.69272 -0.93961
H -4.27844 2.50166 -0.87484
H -0.54395 4.53805 -0.78144
H -1.69893 6.71155 -0.84329
H -3.79388 -0.79929 -0.69463
H -3.25823 -3.19293 -0.80725
H 3.20209 -1.91906 -0.81537
H 2.85705 0.54673 -0.59398
H 0.51671 1.43713 -0.61373
*
```

Values from the calculation:
highest occupied orbital energy (spin up / spin down): 0.3706 / 0.3731 eV
energy relative to the best compared isomer or geometry (same formula, charge and spin): 0.000 eV
orbital gap (spin up / spin down): 0.124 / 0.124 Ha

Mulliken population analysis, charges in e, atoms 1 to 8: number 1, Pd, carries -0.35; number 2, Cl, carries -0.27; number 3, C, carries 0.75; number 4, C, carries -0.78; number 5, C, carries -0.25; number 6, C, carries -0.68; number 7, C, carries 0.50; number 8, Cl, carries -0.26

Copy entry 2 word for word.
Entry from the OMol25 dataset: a structure of composition C14H18F9IrN6OS (wB97M-V/def2-TZVPD).

```
! RIJCOSX wB97M-V def2-TZVPD def2/J DEFGRID3
* xyz 3 2
Ir 0.17937 0.11274 0.14172
C -3.81344 -1.50445 0.20456
C -2.55789 -0.74767 0.38365
N -1.39375 -1.10003 -0.18942
N -1.38854 -2.14400 -0.97873
C -0.17002 -2.35640 -1.60072
N -0.16363 -3.38599 -2.41147
S 1.20430 -1.35498 -1.39416
C -2.48979 0.47659 1.17644
C -3.60943 1.01797 1.78652
C -3.49615 2.21757 2.48788
C -2.26487 2.83547 2.55752
C -1.16704 2.24431 1.92788
N -1.27026 1.10426 1.26012
H -3.66898 -2.39492 -0.39544
H -4.55974 -0.86697 -0.27949
H -4.21818 -1.78353 1.18124
H -1.00805 -3.92923 -2.54754
H 0.65519 -3.63473 -2.95136
H -4.56523 0.51879 1.71086
H -4.36434 2.65400 2.96383
H -2.13179 3.77037 3.08483
H -0.18621 2.69789 1.95195
F 4.24239 2.19313 0.36493
C 3.50651 1.94823 -0.73541
F 4.03132 2.57250 -1.75807
F 3.59394 0.60867 -0.93971
C 2.02232 2.31367 -0.44801
O 1.58056 1.48708 0.56749
C 1.90804 3.78524 0.06108
F 2.38628 3.86614 1.30167
F 0.60449 4.11183 0.11179
F 2.54608 4.63648 -0.71451
C 1.19223 2.17836 -1.78909
F 0.89448 3.30057 -2.36543
F 1.73995 1.35465 -2.65272
F -0.08079 1.57634 -1.46533
N 4.12654 0.01253 2.49727
C 3.22367 -1.14257 2.87253
C 2.24123 -1.48304 1.75463
N 0.94523 -0.71690 1.85021
H 4.72662 0.27449 3.28700
H 3.62457 0.85798 2.19698
H 4.74858 -0.23828 1.72168
H 2.73214 -0.87978 3.80938
H 3.87712 -1.99060 3.06908
H 2.00960 -2.54523 1.77286
H 2.69119 -1.26014 0.78994
H 1.15077 0.15187 2.34637
H 0.28814 -1.23546 2.43155
*
```

Values from the calculation:
<S²>: 0.777
highest occupied orbital energy (spin up / spin down): -18.2591 / -18.4300 eV
energy relative to the best compared isomer or geometry (same formula, charge and spin): 0.000 eV
orbital gap (spin up / spin down): 0.290 / 0.225 Ha

Mulliken population analysis, charges in e, atoms 1 to 8: number 1, Ir, carries 1.77; number 2, C, carries -1.61; number 3, C, carries 1.39; number 4, N, carries 0.87; number 5, N, carries -1.16; number 6, C, carries 0.61; number 7, N, carries -0.27; number 8, S, carries -0.46